# C29H27CdF3N5PS

C29H27CdF3N5PS as an isolated structure (ωB97M-V/def2-TZVPD, OMol25).

CARTESIAN COORDINATES (ANGSTROEM)
Cd 1.41 0.82 0.92
C -0.36 -3.09 0.70
C -1.56 -2.93 -0.20
C -2.55 -3.90 -0.19
C -3.67 -3.82 -1.01
C -3.81 -2.73 -1.86
C -2.83 -1.75 -1.89
C -1.70 -1.83 -1.08
P -0.45 -0.49 -1.02
C -1.18 0.81 -2.10
C -2.02 1.70 -1.43
C -2.60 2.80 -2.05
C -2.33 3.03 -3.38
C -1.52 2.15 -4.08
C -0.94 1.03 -3.47
C -0.12 0.11 -4.35
C 1.00 -1.20 -1.82
C 1.01 -2.48 -2.39
C 2.18 -3.05 -2.85
C 3.37 -2.34 -2.70
C 3.38 -1.07 -2.15
C 2.19 -0.46 -1.71
C 2.20 0.91 -1.15
H -0.54 -3.85 1.45
H -0.10 -2.16 1.21
H 0.53 -3.38 0.13
H -2.45 -4.75 0.48
H -4.43 -4.59 -0.98
H -4.68 -2.65 -2.51
H -2.95 -0.90 -2.56
H -2.22 1.54 -0.38
H -3.23 3.47 -1.48
H -2.75 3.89 -3.89
H -1.33 2.32 -5.13
H -0.26 0.38 -5.40
H -0.40 -0.93 -4.22
H 0.95 0.18 -4.13
H 0.08 -3.03 -2.48
H 2.17 -4.03 -3.30
H 4.31 -2.78 -3.03
H 4.31 -0.53 -2.04
H 1.47 1.56 -1.64
H 3.17 1.38 -1.20
F 3.33 1.54 6.84
C 3.94 1.02 5.74
F 3.61 -0.26 5.66
F 5.27 1.08 5.99
C 3.61 1.85 4.52
C 4.05 3.16 4.58
C 3.80 4.04 3.54
C 3.11 3.55 2.46
N 2.68 2.29 2.38
C 2.89 1.41 3.39
S 2.20 -0.17 3.13
H 4.59 3.49 5.46
H 4.13 5.07 3.58
H 2.89 4.18 1.60
N -4.69 0.36 2.76
C -3.38 0.50 2.46
N -2.72 -0.58 2.03
N -2.84 1.69 2.58
C -1.59 1.81 2.19
N -0.49 1.95 1.85
H -5.11 -0.54 2.84
H -5.14 1.15 3.19
H -3.17 -1.47 1.87
H -1.75 -0.50 1.76

Properties
- maximum force (eV/A) = 0.51
- E_HOMO (eV) = -7.4

=====

# C3H5N3

One molecule with the formula C3H5N3 (ωB97M-V/def2-TZVPD, OMol25).

CARTESIAN COORDINATES (ANGSTROEM)
C -1.79 -0.18 -0.01
C -0.19 -0.13 -0.17
C 0.84 0.93 -0.01
N 1.89 0.14 -0.11
N 1.65 -1.26 0.06
N 0.46 -1.37 -0.05
H -2.04 0.22 1.07
H -2.39 0.27 -0.86
H -2.19 -1.25 -0.08
H 0.93 1.96 0.25
H 2.84 0.65 -0.09

Properties
- SMILES string = Cc1c[nH]nn1
- maximum force (eV/A) = 6.52
- energy relative to the best compared isomer or geometry (same formula, charge and spin) (eV) = 2.983
- E_HOMO (eV) = -8.8